This record from the OMol25 dataset describes a 17-piece molecular cluster, C65H180N16O17 overall in a non-equilibrium geometry. The level of theory is the ωB97M-V functional and the def2-TZVPD basis.

Each line ends with the Löwdin charge.
Atoms and positions in Å:
C 0.28509 0.37228 -0.52817  -0.14
O -1.08933 0.78526 -0.43200  -0.18
H 0.49450 -0.26212 -1.39513  0.06
H 0.97944 1.21349 -0.50279  0.05
H 0.39142 -0.26895 0.37248  0.07
H -1.22768 1.46692 -1.11214  0.01
C 8.19963 4.22650 -1.66662  -0.06
C 7.13576 3.22939 -2.19878  -0.46
C 7.10056 1.92551 -1.45033  -0.22
O 6.07248 1.04611 -1.93278  -0.18
C 6.24380 -0.19399 -1.36056  -0.15
N 5.78429 3.75669 -2.14183  0.06
H 8.33406 5.08305 -2.36303  0.08
H 9.20464 3.81831 -1.54803  0.07
H 7.73684 4.66842 -0.69782  0.10
H 7.54166 2.90147 -3.18321  0.14
H 6.95040 1.97272 -0.32497  0.13
H 8.08995 1.44781 -1.63211  0.13
H 7.27597 -0.52275 -1.38927  0.08
H 5.58845 -0.93401 -1.89884  0.09
H 5.91337 -0.26879 -0.32211  0.06
H 5.74943 4.74286 -2.34655  0.07
H 5.33134 3.32744 -2.94826  0.03
C 5.88879 2.11070 3.56730  -0.04
C 4.66782 1.91048 2.64360  -0.40
C 4.48593 2.99657 1.57957  -0.21
O 4.35838 4.26251 2.21052  -0.21
C 4.43429 5.34939 1.28163  -0.09
N 4.74800 0.56008 2.02166  0.06
H 6.80751 1.84951 3.04968  0.07
H 5.84827 1.39761 4.35538  0.07
H 5.93673 3.11890 3.88944  0.06
H 3.79807 1.96326 3.33701  0.12
H 3.59049 2.79066 0.94440  0.12
H 5.34394 2.93165 0.84269  0.12
H 5.42036 5.34295 0.75577  0.09
H 4.25769 6.26796 1.85581  0.09
H 3.61931 5.27149 0.56058  0.08
H 4.10595 0.40435 1.22907  0.06
H 5.66679 0.40082 1.65569  0.04
C 4.43388 -5.99179 -2.44142  -0.05
C 2.98705 -6.53724 -2.57350  -0.40
C 1.99031 -5.83630 -1.71028  -0.23
O 1.90891 -4.44720 -1.99892  -0.20
C 0.69358 -3.82819 -1.63247  -0.10
N 2.58752 -6.54912 -4.05419  0.02
H 4.36385 -4.87732 -2.58455  0.07
H 5.21062 -6.43618 -3.06423  0.08
H 4.59769 -6.08802 -1.36598  0.06
H 2.94608 -7.61621 -2.37624  0.13
H 2.16569 -6.05878 -0.59011  0.15
H 1.00017 -6.23486 -1.90070  0.11
H -0.21944 -4.42537 -1.72734  0.08
H 0.69382 -2.97420 -2.31673  0.07
H 0.62163 -3.52667 -0.54973  0.08
H 2.48162 -5.57806 -4.39460  0.06
H 1.68978 -6.99009 -4.22825  0.05
C -3.39319 3.72430 -1.88236  -0.08
C -2.00281 3.93082 -2.24903  -0.42
C -1.27151 4.71285 -1.11437  -0.24
O -1.55477 6.06184 -1.17129  -0.22
C -0.80265 6.89600 -0.23851  -0.06
N -1.33787 2.63795 -2.57502  0.06
H -3.93607 3.26433 -2.72273  0.07
H -3.89293 4.67326 -1.62103  0.10
H -3.40501 3.05057 -0.97215  0.11
H -1.98474 4.53526 -3.20157  0.15
H -0.16343 4.59577 -1.11199  0.11
H -1.52269 4.31488 -0.09881  0.12
H 0.24357 6.59383 -0.33478  0.07
H -1.12453 6.72369 0.79770  0.08
H -1.03508 7.94707 -0.57798  0.11
H -0.54781 2.73375 -3.18468  0.05
H -2.07541 2.00048 -2.98073  0.09
C 3.07208 -1.69939 -4.10263  -0.07
C 4.02997 -2.44544 -4.93702  -0.46
C 3.62218 -2.41540 -6.37444  -0.24
O 4.52057 -3.04369 -7.23167  -0.19
C 4.17192 -3.02486 -8.58736  -0.11
N 5.37339 -1.88254 -4.80684  0.08
H 2.79410 -0.72176 -4.48177  0.07
H 3.44070 -1.55277 -3.08797  0.08
H 2.14663 -2.30548 -4.10845  0.08
H 3.96963 -3.51252 -4.58647  0.14
H 3.60217 -1.37989 -6.76406  0.13
H 2.59464 -2.80583 -6.43673  0.12
H 5.03055 -3.52176 -9.09449  0.10
H 4.12535 -1.99738 -8.94716  0.09
H 3.28877 -3.62154 -8.76913  0.08
H 6.01375 -2.47440 -5.31868  0.08
H 5.70881 -1.94217 -3.89389  0.02
C 0.79267 -4.21351 2.85468  -0.06
C -0.56921 -4.62965 3.32909  -0.45
C -1.05135 -5.91551 2.70468  -0.20
O -2.33750 -6.31626 3.13872  -0.17
C -3.49988 -5.79917 2.50155  -0.10
N -0.55072 -4.66697 4.79858  0.06
H 1.15263 -3.22601 3.25603  0.09
H 0.83220 -4.16171 1.78464  0.05
H 1.53537 -4.91623 3.26758  0.10
H -1.32833 -3.86470 3.09460  0.13
H -0.30714 -6.66188 2.88736  0.12
H -1.02376 -5.77222 1.64694  0.11
H -4.33981 -6.51793 2.75851  0.11
H -3.41564 -5.75959 1.39981  0.08
H -3.85864 -4.82185 2.78915  0.06
H -0.48456 -5.60680 5.18407  0.08
H -1.52731 -4.35128 5.03093  0.07
C -2.02714 -2.55463 0.22815  -0.07
C -2.81284 -2.31214 -0.97122  -0.48
C -3.69349 -3.54514 -1.29211  -0.17
O -2.91609 -4.71811 -1.07744  -0.21
C -3.43457 -5.80483 -1.80714  -0.11
N -3.61508 -1.14402 -0.91894  0.06
H -1.45662 -3.44993 0.11685  0.05
H -2.65923 -2.65256 1.09189  0.08
H -1.38739 -1.68028 0.41425  0.08
H -2.04377 -2.24160 -1.79751  0.14
H -3.96107 -3.48732 -2.30497  0.10
H -4.61757 -3.48523 -0.66754  0.14
H -2.83713 -6.63432 -1.49966  0.08
H -3.34714 -5.72930 -2.84905  0.07
H -4.49796 -6.00271 -1.59699  0.10
H -3.00276 -0.36710 -0.65316  0.06
H -4.30833 -1.24690 -0.12297  0.08
C 0.18962 3.10930 2.28120  -0.03
C 0.08139 3.95318 3.56599  -0.43
C 0.19073 3.11832 4.82173  -0.22
O -0.03565 3.91911 5.96984  -0.18
C -0.03448 3.13040 7.17120  -0.08
N 1.01750 5.08971 3.50138  0.05
H -0.61172 2.38133 2.18996  0.07
H 1.17620 2.69432 2.10756  0.06
H 0.04048 3.80242 1.41486  0.07
H -0.88940 4.39273 3.68056  0.10
H 1.12683 2.57898 4.83156  0.10
H -0.58398 2.30559 4.70295  0.13
H -0.22358 3.77131 8.02702  0.09
H 0.88973 2.56077 7.25629  0.08
H -0.79316 2.36309 7.08974  0.07
H 2.03566 4.89816 3.35490  0.08
H 0.85047 5.55610 4.39598  0.07
C -1.04339 -1.24125 -4.26967  -0.05
C -0.48548 -0.42026 -5.42373  -0.43
C -0.47900 -1.18558 -6.72797  -0.21
O -1.82829 -1.30577 -7.20583  -0.21
C -2.01651 -1.95626 -8.45192  -0.08
N -1.12230 0.92594 -5.44614  0.06
H -2.08104 -1.44704 -4.56199  0.08
H -0.89956 -0.73265 -3.34434  0.05
H -0.52123 -2.18327 -4.32251  0.06
H 0.56234 -0.17225 -5.28013  0.11
H -0.05535 -2.21582 -6.63235  0.12
H 0.24716 -0.74671 -7.49378  0.14
H -1.80948 -3.04617 -8.34707  0.10
H -1.31856 -1.49151 -9.10348  0.07
H -2.99303 -1.77581 -8.74688  0.06
H -0.74238 1.47683 -6.22861  0.08
H -2.11136 0.86504 -5.78940  0.07
C 3.28189 -2.42912 0.78171  -0.03
C 3.94114 -3.39676 1.75134  -0.41
C 5.34661 -3.72898 1.45475  -0.26
O 6.23152 -2.67116 1.62148  -0.16
C 7.40724 -2.93852 0.91114  -0.12
N 3.92458 -2.92273 3.16659  0.07
H 3.46589 -2.65814 -0.23737  0.06
H 3.58441 -1.40534 0.98852  0.04
H 2.20975 -2.41230 0.96911  0.06
H 3.39022 -4.35923 1.82110  0.13
H 5.34911 -4.13352 0.44528  0.11
H 5.64899 -4.52903 2.18494  0.15
H 7.87369 -3.85210 1.17394  0.07
H 8.15396 -2.14059 0.91682  0.09
H 7.13437 -3.02488 -0.15003  0.08
H 3.06609 -2.54879 3.49926  0.01
H 4.55817 -2.10923 3.19958  0.08
C 2.51927 2.40153 -2.48530  -0.04
C 2.56443 3.19872 -3.84061  -0.40
C 2.46135 4.69664 -3.75576  -0.23
O 1.10362 5.02970 -3.75245  -0.21
C 0.90484 6.39586 -3.74320  -0.11
N 3.84098 2.95603 -4.54224  0.02
H 3.44922 2.72669 -1.94779  0.06
H 2.48413 1.30043 -2.50378  0.06
H 1.66242 2.76222 -1.83534  0.07
H 1.75234 2.85081 -4.41233  0.10
H 2.95466 5.20527 -4.63965  0.14
H 2.99060 5.17121 -2.86649  0.14
H 1.60729 6.86548 -3.07306  0.08
H -0.14042 6.52854 -3.38055  0.10
H 1.13076 6.70485 -4.77777  0.10
H 4.10692 1.92403 -4.49254  0.11
H 3.76690 3.06826 -5.52804  0.06
C -6.70271 1.55469 -3.18721  -0.07
C -6.17754 0.27517 -3.74199  -0.46
C -4.67639 0.53011 -4.12308  -0.18
O -4.46596 1.61789 -5.07303  -0.22
C -5.26998 1.51235 -6.23767  -0.12
N -6.42773 -0.82809 -2.80411  0.05
H -6.10681 1.75821 -2.27071  0.07
H -7.72276 1.48893 -2.75992  0.07
H -6.58743 2.42304 -3.90686  0.10
H -6.64534 0.07725 -4.72589  0.12
H -4.27857 -0.39673 -4.55340  0.11
H -4.14197 0.75507 -3.21623  0.09
H -4.78132 2.10835 -7.04258  0.10
H -6.28050 1.90319 -6.08733  0.08
H -5.23501 0.48393 -6.62550  0.09
H -5.66436 -0.92938 -2.14392  0.03
H -6.67138 -1.71471 -3.34182  0.10
C -1.92861 -0.52790 4.17047  -0.03
C -2.15238 -0.68042 5.67380  -0.41
C -3.40171 -1.54588 6.05261  -0.19
O -3.12696 -2.91180 5.71105  -0.22
C -4.41520 -3.49325 5.43304  -0.10
N -0.89733 -1.11508 6.23573  0.06
H -1.75332 -1.46588 3.68042  0.07
H -1.15770 0.12911 3.95991  0.03
H -2.79262 -0.09640 3.69056  0.08
H -2.39920 0.30368 6.11904  0.12
H -4.28282 -1.17444 5.51642  0.11
H -3.56407 -1.50280 7.15799  0.13
H -5.06181 -3.26004 6.30188  0.09
H -4.20391 -4.55988 5.18974  0.09
H -4.96526 -2.93509 4.62627  0.09
H -0.89535 -1.44665 7.20157  0.09
H -0.59758 -1.87253 5.67719  0.05
C 2.03348 -3.43333 8.08857  -0.06
C 2.36884 -3.09454 6.61683  -0.47
C 2.40237 -1.62176 6.40784  -0.22
O 2.50945 -1.30715 5.02934  -0.21
C 2.12200 -0.01188 4.72847  -0.13
N 3.68285 -3.62108 6.39347  0.05
H 2.89950 -3.17176 8.68616  0.07
H 1.93779 -4.53149 8.21531  0.08
H 1.12889 -2.98089 8.49483  0.06
H 1.57009 -3.46413 5.99103  0.11
H 3.19409 -1.12217 6.93315  0.12
H 1.49618 -1.15578 6.89319  0.11
H 1.08092 0.16956 5.06444  0.07
H 2.15774 0.09134 3.64158  0.09
H 2.74007 0.68210 5.22308  0.07
H 3.66792 -4.66101 6.36115  0.09
H 3.99750 -3.40535 5.45817  0.03
C -4.37556 3.60071 4.07687  -0.04
C -3.81709 4.92593 3.47123  -0.44
C -4.92336 5.67033 2.63435  -0.19
O -5.41855 4.77626 1.61477  -0.22
C -6.58848 5.33413 0.93606  -0.07
N -3.36317 5.83463 4.46670  0.02
H -3.73856 3.03256 4.83225  0.09
H -4.67130 2.88819 3.29071  0.05
H -5.26876 3.76898 4.62094  0.05
H -3.01159 4.84818 2.74654  0.12
H -4.51291 6.63459 2.28055  0.13
H -5.69153 5.90435 3.38094  0.12
H -6.62568 4.82098 -0.00508  0.07
H -6.40478 6.37259 0.77055  0.07
H -7.53007 5.25981 1.49572  0.09
H -2.47421 5.51909 4.84434  0.05
H -3.96903 5.87939 5.34097  0.11
C -5.63735 1.26813 1.02203  -0.06
C -6.68730 0.42604 1.71014  -0.44
C -8.06244 1.03168 1.58219  -0.20
O -8.46518 0.95125 0.20663  -0.20
C -9.74277 1.41220 -0.28595  -0.08
N -6.60570 -0.93164 1.13806  0.03
H -5.62562 2.28492 1.44476  0.06
H -5.90228 1.44062 -0.05232  0.08
H -4.67240 0.81079 1.09898  0.06
H -6.43367 0.31432 2.78618  0.14
H -8.11862 1.93004 2.12361  0.10
H -8.66200 0.34379 2.22927  0.13
H -9.68632 1.28776 -1.36629  0.06
H -9.88208 2.50401 -0.17034  0.09
H -10.62319 0.81189 0.07032  0.10
H -6.93293 -0.89413 0.15510  0.07
H -7.20593 -1.64450 1.59899  0.08

Properties
Gap between HOMO and LUMO (eV): 8.81
E_HOMO (Eh): -0.309

=====

This record from the OMol25 dataset describes the molecule C9H9ClN2O2 in a non-equilibrium geometry. The level of theory is the ωB97M-V functional and the def2-TZVPD basis.

Each line ends with the natural charge from an NBO analysis.
Atoms and positions in Å:
C -2.78243 -1.67410 0.88067  -0.30
C -1.64766 -1.00454 0.54256  -0.02
N -0.45742 -1.44509 1.02255  -0.45
C 0.63564 -0.92300 0.56739  0.26
Cl 2.09908 -1.48269 1.30341  0.05
C 0.60294 -0.09242 -0.73046  0.21
C 0.58843 -1.11208 -1.94962  -0.62
C 1.82383 0.87433 -0.65272  -0.42
C 1.77408 1.75194 0.54553  -0.44
C 0.73001 1.97864 1.31044  0.43
N -0.23539 1.97429 2.02856  -0.63
O -0.53651 0.75207 -0.78167  -0.50
C -1.68338 0.35755 -0.17074  0.76
O -2.60336 1.14008 0.00810  -0.56
H -2.59103 -2.56296 1.47416  0.22
H -3.78790 -1.38304 0.39746  0.23
H -0.44267 -1.16363 -2.24349  0.23
H 0.86536 -2.06359 -1.59197  0.23
H 1.29477 -0.53943 -2.52602  0.23
H 1.91876 1.47898 -1.52171  0.22
H 2.70392 0.38107 -0.53132  0.23
H 2.78663 2.08138 0.76587  0.25
H -1.05573 2.67625 1.85301  0.41

Properties
SMILES: C=C1N=C(Cl)[C@](C)(CC=C=N)OC1=O
Gap between HOMO and LUMO (eV): 8.62
E_HOMO (Eh): -0.322

=====

This record from the OMol25 dataset describes the molecule C20H24N2O3. The level of theory is the ωB97M-V functional and the def2-TZVPD basis.

Each line ends with the natural charge from an NBO analysis.
Atoms and positions in Å:
C -2.88932 -2.78771 -1.60108  -0.64
C -2.62765 -2.55632 -0.11670  -0.06
O -2.74024 -1.19215 0.23698  -0.52
C -3.95859 -0.59252 0.34310  0.40
C -5.17276 -1.27168 0.34844  -0.33
C -6.36284 -0.58832 0.53050  -0.17
C -6.36652 0.78073 0.72363  -0.25
C -5.16482 1.46383 0.71865  -0.14
C -3.96125 0.80377 0.51080  -0.21
C -2.72220 1.64056 0.50560  0.67
O -2.61590 2.64839 1.18333  -0.63
N -1.76855 1.25540 -0.36845  -0.61
C -0.47376 1.88112 -0.39826  -0.32
C 0.54250 0.86104 -0.89357  0.68
O 0.18275 -0.21978 -1.33094  -0.65
N 1.83531 1.23686 -0.84383  -0.43
C 2.27635 2.49071 -0.28037  -0.41
C 2.86996 0.28465 -1.21200  -0.27
C 3.65344 -0.16751 -0.00284  0.03
C 2.94018 -0.60129 1.10875  -0.22
C 3.58770 -1.01407 2.25707  -0.22
C 4.97075 -0.99855 2.30101  -0.21
C 5.68665 -0.57822 1.19562  -0.21
C 5.04871 -0.15874 0.03381  -0.03
C 5.87276 0.27703 -1.14327  -0.64
H -2.18101 -2.20717 -2.18722  0.23
H -2.76312 -3.84069 -1.83699  0.22
H -3.89842 -2.48264 -1.86989  0.21
H -3.28074 -3.17909 0.50624  0.17
H -1.58855 -2.80318 0.11662  0.20
H -5.20408 -2.34196 0.21682  0.22
H -7.29159 -1.14002 0.52711  0.21
H -7.29470 1.30941 0.87590  0.22
H -5.13136 2.53188 0.87248  0.23
H -1.78861 0.32994 -0.78221  0.44
H -0.22416 2.24668 0.60392  0.24
H -0.48173 2.74408 -1.07871  0.22
H 3.33739 2.60952 -0.48829  0.21
H 1.73859 3.32884 -0.72475  0.21
H 2.13713 2.51890 0.80370  0.21
H 2.35781 -0.57095 -1.66293  0.26
H 3.51708 0.74267 -1.96280  0.20
H 1.86074 -0.61879 1.06303  0.21
H 3.01701 -1.34770 3.11063  0.21
H 5.49142 -1.31716 3.19176  0.21
H 6.76684 -0.57418 1.23244  0.21
H 5.65207 -0.33342 -2.01779  0.22
H 6.93159 0.17889 -0.91770  0.22
H 5.67775 1.31894 -1.39733  0.21

Properties
SMILES: CCOc1ccccc1C(=O)NCC(=O)N(C)Cc1ccccc1C
Gap between HOMO and LUMO (eV): 9.29
E_HOMO (Eh): -0.316

=====

- Which value of E_HOMO does entry 1 give?
  -0.309 Eh